# 1
{"formula": "C33H44Cl2N5O3SbSi3Ti", "method": "wB97M-V/def2-TZVPD", "e_tot_ev": -126860.83900, "total_charge": 1, "homo_lumo_gap_ev": [7.0217, 7.1171], "multiplicity": 2, "s2": 0.7537, "species": ["Sb", "Ti", "Cl", "Cl", "Si", "Si", "Si", "O", "O", "O", "N", "N", "N", "N", "N", "C", "C", "C", "C", "C", "C", "C", "C", "C", "C", "C", "C", "C", "C", "C", "C", "C", "C", "C", "C", "C", "C", "C", "C", "C", "C", "C", "C", "C", "C", "C", "C", "C", "H", "H", "H", "H", "H", "H", "H", "H", "H", "H", "H", "H", "H", "H", "H", "H", "H", "H", "H", "H", "H", "H", "H", "H", "H", "H", "H", "H", "H", "H", "H", "H", "H", "H", "H", "H", "H", "H", "H", "H", "H", "H", "H", "H"], "xyz": [[1.11, 0.90, 0.14], [-1.04, -0.95, 0.20], [1.42, -5.81, -3.91], [3.38, -5.90, -1.40], [1.33, 2.73, -1.64], [3.35, -0.31, -0.22], [1.61, 2.26, 2.26], [-0.12, -0.38, -2.43], [0.87, -3.69, 2.54], [-2.79, -2.83, -2.91], [-3.21, -1.57, 0.38], [-2.11, 0.71, -0.96], [0.29, -2.34, 0.74], [-0.98, -0.68, 2.34], [-1.35, -2.42, -1.14], [3.23, -1.17, -1.86], [0.34, -2.72, 2.04], [-0.97, -0.92, 5.10], [4.75, 0.90, -0.32], [1.99, -4.89, -1.41], [-3.63, -1.98, -0.83], [2.43, 4.11, -1.09], [-4.17, 2.16, -2.15], [2.05, 2.03, -3.20], [-5.90, -1.82, -0.18], [3.64, -1.47, 1.19], [-2.22, 0.78, -2.29], [-0.36, 3.48, -1.94], [0.13, 3.34, 2.61], [-0.38, -1.71, 2.94], [-0.37, -1.88, 4.31], [0.01, -4.01, -2.50], [-3.00, 1.42, -0.23], [3.11, 3.34, 2.11], [-4.03, 2.15, -0.77], [1.14, -4.84, -2.51], [-4.96, -2.08, -1.16], [0.67, -3.23, -0.31], [-1.53, 0.19, 4.49], [1.74, -4.09, -0.29], [-2.53, -2.44, -1.78], [-5.48, -1.46, 1.09], [-1.20, 0.12, -3.18], [-1.52, 0.27, 3.11], [1.91, 1.04, 3.63], [-4.12, -1.33, 1.32], [-3.25, 1.47, -2.91], [-0.22, -3.22, -1.40], [3.40, 3.79, -0.70], [-4.71, 2.68, -0.12], [-1.10, 3.17, -1.20], [2.73, -1.96, 1.55], [3.89, 2.90, 1.50], [-0.84, 0.89, -3.88], [-1.98, 0.99, 5.07], [4.54, 1.74, -0.98], [3.14, 2.07, -3.14], [0.24, -1.17, -2.86], [-0.37, 3.66, 1.69], [2.40, -4.15, 0.56], [1.44, 0.07, 3.46], [-0.98, -1.02, 6.18], [2.24, -1.60, -2.05], [5.62, 0.37, -0.73], [1.96, 4.75, -0.34], [-0.75, 3.23, -2.93], [-5.22, -2.40, -2.16], [3.51, 3.50, 3.11], [4.09, -0.93, 2.02], [-4.98, 2.70, -2.62], [0.47, 4.24, 3.13], [2.62, 4.73, -1.98], [-1.68, -0.66, -3.76], [5.03, 1.29, 0.66], [2.85, 4.31, 1.69], [-6.18, -1.28, 1.89], [-2.88, 1.37, 0.84], [3.47, -0.48, -2.66], [2.98, 0.86, 3.74], [4.33, -2.26, 0.88], [-3.30, 1.48, -3.99], [-6.96, -1.91, -0.39], [3.95, -2.00, -1.89], [0.12, -2.76, 4.70], [-1.96, 1.12, 2.61], [-0.27, 4.56, -1.88], [1.76, 1.01, -3.41], [1.75, 2.67, -4.03], [-0.68, -4.02, -3.34], [-0.60, 2.85, 3.25], [1.55, 1.43, 4.59], [-3.75, -1.03, 2.29]], "mulliken_charge": [-1.28, -0.43, -0.20, -0.21, 1.22, 0.67, 1.36, -0.37, -0.71, -0.73, 0.75, 1.99, 1.30, 1.32, 0.94, -0.59, -0.15, -0.97, -1.25, -0.11, 0.69, -1.35, -1.04, -1.01, -0.57, -0.75, 0.63, -1.00, -1.20, -0.25, -0.33, -0.86, -0.41, -1.31, -0.76, 0.20, -0.71, -0.55, -0.87, -0.24, -0.24, -1.04, -1.74, -0.61, -0.85, -0.02, -0.87, -0.56, 0.37, 0.56, 0.01, -0.03, 0.16, 0.71, 0.53, 0.23, 0.38, 0.08, 0.28, 0.62, -0.05, 0.43, -0.23, 0.42, 0.31, 0.37, 0.58, 0.45, 0.41, 0.49, 0.48, 0.41, 0.46, 0.31, 0.38, 0.50, -0.37, 0.39, 0.46, 0.42, 0.59, 0.47, 0.49, 0.65, 0.38, 0.56, 0.05, 0.50, 0.68, 0.30, 0.46, 0.40]}



# 2
{"formula": "C33H44F4I2O4", "method": "wB97M-V/def2-TZVPD", "e_tot_ev": -70196.45774, "smiles": "CCCCCCCCCCc1c(C(F)(F)C(F)F)cc([C@H](I)[C@H](C)I)c2c1C(=O)C(CCCCCCOC(C)=O)=CC2=O", "homo_lumo_gap_ev": 7.9199, "species": ["I", "I", "F", "F", "F", "F", "O", "O", "O", "O", "C", "C", "C", "C", "C", "C", "C", "C", "C", "C", "C", "C", "C", "C", "C", "C", "C", "C", "C", "C", "C", "C", "C", "C", "C", "C", "C", "C", "C", "C", "C", "C", "C", "H", "H", "H", "H", "H", "H", "H", "H", "H", "H", "H", "H", "H", "H", "H", "H", "H", "H", "H", "H", "H", "H", "H", "H", "H", "H", "H", "H", "H", "H", "H", "H", "H", "H", "H", "H", "H", "H", "H", "H", "H", "H", "H", "H"], "xyz": [[0.23, 3.87, -3.91], [-2.23, 6.91, -3.52], [1.99, 4.99, 1.90], [3.17, 2.82, -0.39], [2.99, 1.92, 1.55], [3.68, 5.02, 0.54], [-3.59, 4.11, -1.09], [-2.21, -5.42, -0.40], [-3.25, -5.19, 1.57], [-2.44, 1.89, 3.02], [-1.04, 4.45, -2.25], [-3.48, -3.60, -1.50], [-3.09, 3.18, -0.52], [0.59, 0.13, 2.39], [-1.41, -6.68, 1.46], [-1.27, 2.47, 1.01], [5.95, -2.62, -0.67], [1.04, 2.94, 0.55], [-5.00, -0.65, 0.56], [-4.36, 0.26, 1.62], [-0.92, 5.99, -2.08], [2.94, -1.16, -1.14], [0.49, 1.65, 2.65], [-3.41, -5.07, -1.11], [-4.45, -2.79, -0.62], [-2.39, -5.69, 0.91], [-3.56, 1.39, 1.04], [4.38, -0.69, -1.32], [5.35, -1.79, -1.80], [3.04, 4.27, 1.46], [0.65, 3.59, -0.62], [-2.39, 1.90, 1.82], [-3.88, 2.03, -0.08], [-0.68, 3.71, -1.00], [0.09, 2.38, 1.40], [2.70, -1.87, 0.20], [-4.02, -1.34, -0.40], [2.54, 2.95, 0.80], [0.88, -0.24, 0.95], [7.29, -3.25, -1.00], [1.29, -1.71, 0.76], [-1.64, 3.13, -0.18], [-1.32, 6.48, -0.71], [-0.24, 1.79, 3.43], [0.10, 6.29, -2.29], [1.26, -2.18, 1.74], [-0.01, -0.07, 0.33], [-0.36, -0.32, 2.67], [4.39, 0.10, -2.07], [3.46, -1.59, 0.93], [-3.75, -3.51, -2.55], [-4.27, -5.37, -0.52], [0.59, -2.21, 0.11], [-0.99, -7.31, 0.69], [-1.93, -7.27, 2.20], [-2.38, 6.35, -0.52], [1.34, -0.29, 3.06], [7.78, -3.58, -0.09], [4.77, -2.44, -2.45], [-5.42, -2.80, -1.11], [-1.12, 7.55, -0.66], [3.73, 4.09, 2.27], [6.14, -1.34, -2.40], [-5.77, -0.09, 0.04], [2.86, -2.93, 0.03], [-3.39, -5.68, -2.01], [-0.62, -6.13, 1.95], [-4.56, -3.32, 0.32], [2.31, -0.28, -1.25], [-4.03, -0.84, -1.36], [4.76, -0.26, -0.40], [-2.49, -3.17, -1.38], [-5.51, -1.44, 1.10], [-0.72, 6.02, 0.07], [-4.73, 1.76, -0.68], [7.93, -2.54, -1.50], [6.03, -2.00, 0.22], [1.42, 2.03, 3.03], [-3.01, -1.33, 0.00], [2.71, -1.83, -1.96], [1.66, 0.38, 0.52], [5.23, -3.40, -0.40], [-2.04, 4.22, -2.59], [-3.75, -0.33, 2.29], [7.15, -4.14, -1.61], [-5.16, 0.71, 2.20], [1.40, 4.03, -1.25]], "mulliken_charge": [0.12, 0.08, -0.26, -0.37, -0.30, -0.28, -0.57, -0.40, -0.54, -0.58, -1.72, -0.64, -0.46, -0.96, -1.07, 0.45, -0.12, -0.14, -1.02, -0.98, -0.21, -0.49, -1.99, -0.77, -0.88, 0.82, 0.88, -0.70, -0.86, 0.10, -0.48, -0.40, -0.58, 1.05, 0.33, -0.74, -0.09, 0.63, 1.50, -1.40, -1.19, 0.48, -1.27, 0.64, 0.52, 0.49, 0.00, 0.30, 0.41, 0.38, 0.51, 0.48, 0.29, 0.30, 0.35, 0.33, 0.44, 0.37, 0.27, 0.26, 0.49, 0.35, 0.44, 0.45, 0.43, 0.37, 0.25, 0.48, 0.19, 0.29, 0.26, 0.31, 0.61, 0.25, 0.54, 0.37, 0.31, 0.53, 0.14, 0.63, -0.88, 0.14, 0.90, 0.33, 0.33, 0.36, 0.82]}



# 3
{"formula": "C33H44GeN4O7V", "method": "wB97M-V/def2-TZVPD", "e_tot_ev": -137432.25857, "total_charge": 1, "homo_lumo_gap_ev": [8.6049, 8.9893], "multiplicity": 3, "s2": 2.0103, "species": ["Ge", "V", "O", "O", "O", "O", "O", "O", "O", "N", "N", "N", "N", "C", "C", "C", "C", "C", "C", "C", "C", "C", "C", "C", "C", "C", "C", "C", "C", "C", "C", "C", "C", "C", "C", "C", "C", "C", "C", "C", "C", "C", "C", "C", "C", "C", "H", "H", "H", "H", "H", "H", "H", "H", "H", "H", "H", "H", "H", "H", "H", "H", "H", "H", "H", "H", "H", "H", "H", "H", "H", "H", "H", "H", "H", "H", "H", "H", "H", "H", "H", "H", "H", "H", "H", "H", "H", "H", "H", "H"], "xyz": [[-2.31, 2.92, -3.89], [-2.08, -0.69, 0.21], [-0.67, 0.47, 0.88], [-4.93, -3.01, 1.82], [-0.05, 0.86, -2.19], [0.02, 1.91, 2.44], [-0.96, -2.45, 0.34], [-1.61, -0.62, -1.61], [-3.69, -1.68, 0.51], [3.76, 2.79, 1.28], [-2.07, -1.00, 2.43], [3.74, 1.19, -1.37], [1.37, 2.20, -0.18], [3.88, 3.90, 0.32], [-3.41, -1.47, 2.84], [-4.56, 0.92, -0.92], [-3.96, 1.32, 0.29], [-3.04, 2.35, -2.15], [-3.81, 3.36, -5.05], [-4.46, 2.35, -5.77], [-1.64, 0.27, 3.04], [-1.04, -2.04, 2.65], [-2.45, 2.73, -0.95], [-4.09, -2.16, 1.66], [-4.27, 4.67, -5.16], [0.46, 6.71, -3.18], [-2.93, 2.25, 0.27], [3.87, 2.56, -1.90], [-1.31, 1.39, -4.65], [0.84, 5.73, -4.09], [-5.56, 2.65, -6.56], [4.63, 3.46, -0.94], [-1.16, 4.46, -3.59], [0.04, 4.61, -4.28], [2.47, 3.11, -2.19], [-5.37, 4.96, -5.96], [-1.54, 5.47, -2.70], [1.69, 3.45, -0.92], [2.48, 4.41, -0.03], [-1.01, 0.15, -2.48], [-1.53, 0.08, -3.89], [-4.11, 1.46, -2.11], [-6.01, 3.95, -6.66], [-1.12, -3.13, 1.61], [-0.66, 0.96, 2.09], [-0.73, 6.58, -2.49], [-1.61, 1.27, -5.69], [1.76, 5.83, -4.65], [4.42, 2.56, -2.85], [-3.37, -2.13, 3.70], [3.41, 3.13, 2.17], [2.57, 4.03, -2.76], [-4.02, -0.61, 3.10], [-0.25, 1.64, -4.64], [4.43, 4.74, 0.75], [-1.19, 0.15, 4.02], [-1.62, 3.42, -0.95], [-6.05, 1.86, -7.11], [-0.06, -1.56, 2.57], [-2.50, 0.93, 3.15], [-1.13, -2.46, 3.65], [5.57, 2.99, -0.65], [4.66, 0.80, -1.18], [-5.72, 5.98, -6.04], [1.90, 2.41, -2.80], [1.09, 7.58, -3.03], [-4.11, 1.33, -5.71], [1.92, 4.62, 0.89], [0.74, 3.91, -1.20], [3.32, 0.59, -2.07], [-2.58, -0.21, -3.85], [-5.37, 0.20, -0.90], [4.67, 2.38, 1.45], [-1.08, -3.05, -0.40], [2.56, 5.36, -0.57], [-4.61, 1.17, -3.03], [-4.37, 0.97, 1.23], [-0.31, -3.84, 1.75], [0.91, 2.36, 0.73], [-1.00, -0.74, -4.38], [2.25, 1.70, 0.01], [-3.77, 5.47, -4.63], [-2.48, 5.39, -2.16], [-2.49, 2.61, 1.19], [0.76, 1.58, -0.74], [-6.87, 4.18, -7.28], [-2.07, -3.66, 1.63], [4.91, 4.37, -1.49], [0.35, 3.85, -4.99], [-1.04, 7.35, -1.80]], "mulliken_charge": [1.89, 1.40, -0.32, -0.64, -0.38, -0.69, -0.48, -0.64, -0.57, -0.48, 0.17, -0.46, 0.41, 0.10, -0.57, -0.77, -0.91, -0.51, 0.08, -0.17, -1.20, -0.70, 1.07, 0.46, -0.38, -0.50, -1.05, -0.14, -1.37, -0.71, -0.80, -1.53, 0.09, -0.61, -0.15, -0.71, -0.10, 0.87, -1.24, -0.14, -0.55, -0.47, -0.49, -0.62, 0.86, -0.89, 0.53, 0.48, 0.43, 0.35, 0.24, 0.36, 0.41, 0.45, 0.39, 0.41, 0.08, 0.40, 0.32, 0.44, 0.47, 0.42, 0.25, 0.42, -0.17, 0.45, 0.30, 0.44, -0.93, 0.23, 0.30, 0.45, 0.23, 0.31, 0.52, 0.43, 0.59, 0.48, 0.41, 0.58, 0.68, 0.27, 0.38, 0.68, 0.02, 0.39, 0.39, 0.45, 0.35, 0.44]}